C3H5N3O | ωB97M-V/def2-TZVPD

HOMO energy in eV: -7.687
Calculated total energy in eV: -9709.9613
Gap between HOMO and LUMO in Ha: 0.315
Energy relative to the best compared isomer or geometry (same formula, charge and spin) in kcal per mole: 14.35
LUMO energy in hartree: 0.033
SMILES: Nc1nc(O)c[nH]1

XYZ file:
```
12
Properties=species:S:1:pos:R:3:forces:R:3:mulliken_charge:R:1
N -1.939577 -0.632708 0.843900 0.0 0.4 -0.1 -0.475
C -0.767323 -0.202742 0.217040 -0.1 -0.6 0.5 0.230
N 0.328162 -0.941782 0.212752 0.0 0.4 0.1 -0.651
C 1.310917 -0.113090 -0.253255 -0.1 0.0 -0.1 0.609
O 2.592608 -0.519996 -0.372569 0.0 -0.3 0.0 -0.520
C 0.828416 1.107928 -0.579667 0.1 -0.1 -0.2 -0.551
N -0.533119 1.039706 -0.267313 0.2 0.4 -0.2 -0.045
H -1.807055 -1.473693 1.392959 0.1 0.2 -0.4 0.245
H -2.805675 -0.624114 0.324492 0.2 0.0 -0.1 0.232
H 2.601711 -1.448473 -0.111945 0.1 0.0 0.0 0.358
H 1.301964 1.943916 -1.063211 -0.2 0.0 0.1 0.384
H -1.111027 1.865048 -0.343182 -0.3 -0.6 0.3 0.185
```
Positions in Å, forces in eV/Å.


C34H42IO14P | ωB97M-V/def2-TZVPD

HOMO energy in eV: -7.885
Calculated total energy in eV: -81979.8399
Gap between HOMO and LUMO in Ha: 0.233
LUMO energy in hartree: -0.057
SMILES: O=C1C=C(P(O)O)C(=O)C(I)=C1CCc1ccccc1.O=C1CCCO1.O=C1CCCO1.O=C1CCCO1.O=C1CCCO1.O=C1CCCO1

XYZ file:
```
92
Properties=species:S:1:pos:R:3:forces:R:3:mulliken_charge:R:1
O -1.193849 1.448368 3.770929 3.5 0.8 -7.5 -0.627
C -0.603316 1.632915 2.567361 -1.7 -0.2 4.6 0.172
C 0.478137 2.905904 2.480834 0.8 0.3 -4.5 -0.637
C 0.938626 3.326592 1.102606 -3.1 -2.6 2.0 0.404
P 2.206192 4.715717 0.757944 0.6 1.6 -0.1 0.479
O 2.871663 4.639300 -0.850804 -1.7 -1.8 1.5 -0.505
O 1.233603 6.201569 0.785296 -1.1 -3.3 0.1 -0.528
C 0.308597 2.534913 -0.188310 -0.9 1.0 -5.5 0.156
O 0.323941 3.076415 -1.434918 0.3 -2.9 7.8 -0.614
C -0.444852 1.044361 -0.099946 0.0 1.2 5.0 0.022
I -0.660825 -0.098222 -1.954102 0.3 1.0 1.7 0.149
C -0.902106 0.636291 1.258077 1.3 0.5 -2.8 0.533
C -1.703640 -0.792335 1.463898 -0.4 0.8 0.9 -0.635
C -3.148092 -0.687795 0.693216 -1.5 0.5 0.0 -0.223
C -3.781167 0.859595 0.679366 -1.8 4.1 -0.6 0.577
C -4.011288 1.761311 2.049840 -0.7 1.0 -2.6 -0.352
C -4.617959 3.283516 2.099359 0.3 -2.1 -3.9 -0.428
C -5.089991 3.985288 0.694407 1.7 -4.1 0.4 -0.361
C -4.935046 3.120885 -0.728489 1.2 -1.4 3.5 -0.587
C -4.267818 1.587985 -0.744373 -0.6 2.3 3.3 -0.143
H 0.876335 3.467206 3.448829 -1.2 -1.5 -2.2 0.340
H 2.881448 3.693349 -1.214075 -0.3 1.8 0.7 0.347
H 0.281135 5.927158 1.034873 2.1 0.7 -0.8 0.335
H -1.948398 -0.945745 2.621407 0.8 0.5 -2.5 0.311
H -1.064379 -1.732543 1.120158 -1.3 2.3 0.5 0.171
H -3.123012 -1.109543 -0.412820 0.1 1.1 2.3 -0.029
H -3.976178 -1.337033 1.256820 2.0 1.3 -1.1 0.343
H -3.700508 1.254322 3.063395 -0.6 1.2 -2.2 0.271
H -4.714606 3.862116 3.138153 0.3 -1.5 -2.6 0.281
H -5.528860 5.073708 0.753531 0.9 -2.5 -0.4 0.282
H -5.312536 3.622270 -1.741145 1.0 -1.3 2.5 0.266
H -4.173831 1.067604 -1.801446 -0.2 1.0 2.6 0.165
O 2.527865 0.575482 1.469668 1.5 0.8 0.5 -0.596
C 3.493139 0.893432 2.144451 -1.2 -0.7 -1.2 0.464
C 3.734354 0.480678 3.564881 -0.1 0.3 0.4 -0.384
C 4.810059 1.445074 3.996396 0.1 0.0 0.9 -0.210
C 5.532613 1.732241 2.706291 0.8 0.4 0.2 -0.412
O 4.535315 1.649015 1.689310 -1.1 -0.5 -0.2 -0.320
H 4.085613 -0.554771 3.581469 -0.2 0.0 0.0 0.324
H 2.829850 0.592896 4.167121 0.0 -0.3 -0.3 0.254
H 5.464621 1.049552 4.777588 -0.2 0.2 -0.3 0.191
H 4.348082 2.364770 4.375541 0.2 -0.1 -0.1 0.226
H 6.311795 0.993018 2.492775 -0.1 0.0 0.0 0.204
H 5.980370 2.730300 2.702856 -0.2 -0.2 -0.2 0.330
O -0.543072 -2.290948 -4.613110 0.5 0.9 -1.5 -0.424
C -0.602594 -1.697257 -5.677144 0.2 -0.5 1.5 0.300
C -1.856209 -1.428172 -6.453167 -0.2 -0.2 -0.4 -0.252
C -1.314238 -1.043584 -7.806595 -0.5 0.0 -0.8 -0.506
C 0.022653 -0.438417 -7.466866 0.3 0.5 -0.6 -0.448
O 0.472519 -1.143417 -6.310849 -0.4 -0.7 0.8 -0.345
H -2.397905 -0.603148 -5.982301 0.0 -0.2 0.1 0.239
H -2.483377 -2.320767 -6.511026 0.0 0.2 0.4 0.284
H -1.965908 -0.363761 -8.361857 0.2 -0.1 0.1 0.326
H -1.169694 -1.945351 -8.413998 0.0 0.2 0.1 0.266
H -0.053482 0.625617 -7.219479 0.0 -0.1 0.0 0.264
H 0.744986 -0.562745 -8.278898 0.1 0.0 0.3 0.316
O 6.638886 4.148458 4.597120 1.0 -1.6 1.0 -0.573
C 7.372076 3.487316 5.313712 -1.4 1.4 -1.0 0.505
C 8.464567 4.035460 6.180990 0.5 0.0 0.0 -0.477
C 9.261041 2.797441 6.507098 0.9 0.0 0.3 -0.504
C 8.218028 1.711770 6.458491 0.3 -0.7 0.4 -0.524
O 7.280604 2.133927 5.469148 0.0 0.7 -0.4 -0.228
H 8.021015 4.481351 7.075560 0.0 0.1 -0.2 0.272
H 9.066824 4.769025 5.640082 -0.4 0.1 0.1 0.282
H 9.781186 2.852027 7.467109 -0.1 -0.1 -0.1 0.323
H 10.010955 2.626739 5.725112 -0.1 0.0 0.2 0.273
H 7.691927 1.597737 7.412105 0.0 0.0 -0.1 0.298
H 8.646568 0.746801 6.172470 -0.3 0.1 0.0 0.325
O -5.868355 -0.515359 -2.904681 0.0 -1.9 -0.4 -0.604
C -5.961010 -1.721714 -2.748794 -0.1 2.0 -0.2 0.561
C -6.108858 -2.418729 -1.430279 0.3 -0.3 0.3 0.055
C -5.782143 -3.846408 -1.788602 0.3 -0.6 0.6 0.082
C -6.212686 -3.931753 -3.229529 -0.1 -0.7 -0.2 -0.565
O -5.986817 -2.629894 -3.767976 0.2 0.9 0.2 -0.385
H -7.140388 -2.312102 -1.083307 0.1 0.2 0.0 0.362
H -5.408584 -2.019906 -0.692736 -0.4 0.2 -0.1 -0.308
H -6.275107 -4.582202 -1.147708 0.1 0.0 -0.2 0.413
H -4.699335 -4.004873 -1.714926 -0.2 -0.1 0.0 -0.250
H -7.276010 -4.172545 -3.332117 0.1 0.0 0.0 0.254
H -5.627031 -4.668230 -3.787409 -0.1 0.3 -0.1 0.366
O -3.485296 -6.326251 -1.188392 1.4 1.1 -0.5 -0.615
C -2.450279 -5.874117 -1.649363 -1.8 -0.6 0.6 0.425
C -1.415806 -6.659743 -2.396911 0.5 -0.2 0.1 -0.426
C -0.231070 -5.727448 -2.371779 0.9 -0.3 -0.1 -0.602
C -0.880855 -4.369450 -2.321377 0.6 0.6 -0.5 0.012
O -2.091645 -4.558022 -1.590483 -0.8 -0.8 0.4 -0.269
H -1.770616 -6.839532 -3.415537 -0.1 -0.1 0.1 0.247
H -1.195146 -7.602592 -1.891187 -0.4 0.0 -0.2 0.318
H 0.441512 -5.851471 -3.224658 -0.1 0.1 0.1 0.355
H 0.348960 -5.895406 -1.456154 0.0 0.0 -0.2 0.279
H -1.129927 -3.990528 -3.318145 0.1 0.0 0.3 0.075
H -0.251957 -3.634958 -1.809880 -0.3 0.0 -0.1 0.223
```
Positions in Å, forces in eV/Å.


C10H13O3 | ωB97M-V/def2-TZVPD

Total charge: -1
HOMO energy in eV: -3.309
Calculated total energy in eV: -16724.7977
Gap between HOMO and LUMO in Ha: 0.253
Energy relative to the best compared isomer or geometry (same formula, charge and spin) in kcal per mole: 22.78
LUMO energy in hartree: 0.132

XYZ file:
```
26
Properties=species:S:1:pos:R:3:forces:R:3:mulliken_charge:R:1
C 1.690934 3.206456 0.250193 1.3 0.6 -0.6 -0.298
C 1.006572 3.360628 -1.110536 -2.1 0.1 0.8 -0.841
C 3.074003 2.572682 0.182779 -0.6 -1.8 0.0 0.450
O 3.952594 2.780835 0.976780 0.4 0.8 0.0 -0.624
O 3.214363 1.577044 -0.724250 -0.1 0.3 0.3 -0.533
H 1.875104 4.161045 0.724432 -0.2 0.3 0.2 0.350
H 1.144409 2.587678 0.953307 -0.3 -0.2 -0.1 0.173
H 0.668523 4.372012 -1.361156 1.1 0.3 -0.1 0.369
H 0.008437 2.945019 -0.973234 0.0 -0.7 -0.3 0.164
H 1.459613 2.841616 -1.938577 0.3 0.0 -0.1 0.305
C -2.867320 -3.718120 0.802876 1.3 -0.3 -0.1 -1.281
C -1.256678 -0.285828 0.403106 0.1 -0.5 -0.7 -0.693
C 0.025498 -0.562260 -0.132354 0.1 -0.1 -1.1 0.196
C -2.148792 -1.346581 0.575403 0.6 0.8 1.5 -0.450
C -1.800343 -2.681281 0.478342 -0.8 -0.4 -1.1 0.690
C 0.330593 -1.942581 -0.359954 0.1 0.5 0.3 -0.426
C -0.569514 -2.956688 -0.142480 0.3 0.2 0.1 -0.355
O 0.814759 0.322260 -0.630537 0.3 0.7 0.6 -0.768
H -1.581678 0.749153 0.457825 0.0 -0.1 0.1 0.311
H -3.105341 -1.088508 1.007380 -0.4 -0.1 -0.1 0.182
H 1.330512 -2.070329 -0.764845 -0.2 -0.4 -0.2 0.313
H 2.352162 1.078162 -0.809140 -0.2 0.0 0.0 0.545
H -3.635886 -3.208968 1.374459 -0.4 -0.3 -0.1 0.339
H -2.454753 -4.530713 1.413852 0.0 0.2 0.2 0.318
H -0.297715 -3.915734 -0.572737 -0.2 -0.4 0.6 0.306
H -3.230058 -4.246989 -0.080941 -0.4 0.3 -0.1 0.256
```
Positions in Å, forces in eV/Å.


C4H13Cl2NSi2 | ωB97M-V/def2-TZVPD

HOMO energy (spin up / spin down) in eV: -9.396 / -6.944
Calculated total energy in eV: -46647.7141
Gap between HOMO and LUMO (spin up / spin down) in Ha: 0.338 / 0.216
Energy relative to the best compared isomer or geometry (same formula, charge and spin) in kcal per mole: 65.34
LUMO energy (spin up / spin down) in hartree: -0.007 / -0.039

XYZ file:
```
22
Properties=species:S:1:pos:R:3:forces:R:3:mulliken_charge:R:1
C -0.942195 -2.448206 0.642441 -0.3 -2.5 1.3 -0.715
C -2.513752 0.579836 -0.514654 0.0 -1.5 1.5 -1.173
C 0.166539 0.612731 -2.059354 0.5 -0.4 1.9 -1.034
C 0.069987 1.275142 0.996418 1.0 -0.4 -4.3 -0.982
N -0.372224 -1.649232 -0.323763 0.7 0.5 -0.7 -0.210
Si 3.394608 0.322735 1.123075 -1.5 1.4 2.4 0.437
Si -0.668558 0.070981 -0.419048 0.8 2.3 -0.1 0.596
Cl 4.181273 1.659200 -0.097607 1.0 0.9 -1.1 -0.185
Cl 3.015353 -1.395603 0.198953 0.5 -1.3 -0.2 -0.158
H -1.413430 -3.420713 0.190848 0.9 1.5 0.6 0.266
H -0.125165 -2.859639 1.400053 -1.4 0.8 -1.4 0.214
H -1.729123 -1.929043 1.186278 -0.2 -0.3 0.7 0.274
H -2.996971 -0.324047 -0.098214 -0.2 0.0 -0.4 0.291
H -2.983472 1.342931 0.137858 0.8 0.1 -0.6 0.366
H -2.798303 0.649806 -1.544440 -0.4 0.2 -0.5 0.336
H 1.040366 1.211730 -1.792649 0.1 0.0 0.0 0.278
H 0.537022 -0.241507 -2.621546 -0.4 0.1 -0.4 0.272
H -0.507950 1.289983 -2.526638 -0.5 0.2 -1.0 0.377
H 1.117497 1.610845 0.677634 -1.6 0.1 -0.2 0.056
H -0.673828 2.045530 1.014856 -0.1 0.7 0.4 0.323
H 0.337683 0.864222 1.877056 0.0 -1.4 3.3 0.429
H 3.864644 0.732308 2.552439 0.3 -1.2 -1.0 -0.058
```
Positions in Å, forces in eV/Å.


C5H11N | ωB97M-V/def2-TZVPD

HOMO energy in eV: -9.197
Calculated total energy in eV: -6851.7377
Gap between HOMO and LUMO in Ha: 0.381
Energy relative to the best compared isomer or geometry (same formula, charge and spin) in kcal per mole: 41.30
LUMO energy in hartree: 0.043
SMILES: C/C=N/C(C)C

XYZ file:
```
17
Properties=species:S:1:pos:R:3:forces:R:3:mulliken_charge:R:1
C 2.703871 0.045136 -0.267926 3.3 -0.5 0.7 -0.865
C 1.369976 0.013019 0.353152 0.5 -1.8 1.4 0.060
N 0.359580 0.241529 -0.312521 -1.9 0.4 -1.6 -0.478
C -1.002468 0.072108 0.285835 2.4 -0.7 0.9 0.641
C -1.746992 1.279216 -0.111404 2.3 1.7 -0.1 -1.472
C -1.437189 -1.306226 -0.147725 -3.3 -0.4 -0.6 -1.302
H 3.298176 -0.858409 0.157230 -0.9 1.2 -0.8 0.252
H 2.858880 0.034197 -1.427611 -0.8 0.4 2.4 0.253
H 3.236016 0.896438 0.294936 -0.4 -0.8 -1.4 0.255
H 1.338069 -0.418661 1.451919 0.0 1.0 -1.6 0.252
H -0.662630 0.184807 1.311778 -1.3 -0.8 0.9 0.325
H -1.451584 1.414094 -1.119035 -0.3 0.3 -1.5 0.379
H -2.772103 1.419561 -0.015997 -1.8 -0.3 0.6 0.405
H -1.178646 2.110570 0.369074 -0.8 -0.3 -0.1 0.301
H -2.471536 -1.671945 0.166766 0.9 1.1 0.2 0.335
H -0.843609 -2.082476 0.266512 1.1 -0.6 -0.1 0.339
H -1.597803 -1.372963 -1.254991 1.0 0.1 0.8 0.322
```
Positions in Å, forces in eV/Å.


C11H30O10S3 | ωB97M-V/def2-TZVPD

HOMO energy in eV: -10.588
Calculated total energy in eV: -64870.0019
Gap between HOMO and LUMO in Ha: 0.396
Energy relative to the best compared isomer or geometry (same formula, charge and spin) in kcal per mole: 49.69
LUMO energy in hartree: 0.007
SMILES: CCOS(C)(=O)=O.CCOS(C)(=O)=O.CCOS(C)(=O)=O.CCO

XYZ file:
```
54
Properties=species:S:1:pos:R:3:forces:R:3:mulliken_charge:R:1
C -3.132231 -4.274095 3.735866 -1.4 1.0 2.0 -1.160
C -2.544948 -4.794579 2.503244 1.3 -0.2 1.4 -0.167
O -2.769449 -4.029777 1.369355 -2.7 0.0 -2.7 -0.329
S -4.212908 -4.282875 0.480050 1.0 -0.4 -0.4 1.087
C -5.104212 -2.686773 0.871548 0.2 -1.6 -0.7 -0.834
O -3.769083 -4.355243 -0.938850 -1.3 0.4 3.6 -0.583
O -5.016471 -5.367896 1.078814 1.7 1.9 -1.0 -0.581
H -4.214842 -4.384730 3.797685 -0.1 0.0 0.0 0.308
H -2.861576 -3.240696 3.952509 -0.2 0.3 -0.5 0.293
H -2.694802 -4.768816 4.603042 -0.1 -0.5 -0.1 0.396
H -1.507487 -4.536819 2.716124 0.6 -1.2 -0.6 0.299
H -2.816426 -5.849510 2.464197 0.5 -0.1 -0.8 0.313
H -4.424017 -1.840555 0.968186 -0.1 -0.3 -0.2 0.280
H -5.715802 -2.869229 1.755163 0.4 -0.1 0.1 0.314
H -5.788294 -2.652628 0.023633 0.1 0.5 -0.1 0.364
C 4.333914 -2.361852 -7.452327 1.7 -0.7 -0.6 -1.417
C 3.496902 -1.335872 -6.787857 -0.5 -1.5 1.7 -0.094
O 3.734206 -0.034757 -7.258043 -0.2 1.8 0.8 -0.319
S 3.610864 1.137506 -6.062082 1.4 1.7 -1.1 1.094
C 1.815901 1.092645 -5.813183 1.5 -0.8 -0.3 -0.840
O 4.311034 0.706712 -4.850371 -1.0 0.6 -1.9 -0.577
O 3.988278 2.408842 -6.750695 -1.0 -3.5 1.8 -0.597
H 4.180391 -2.452889 -8.527614 -0.2 0.2 0.0 0.307
H 4.244415 -3.369767 -7.047124 -0.7 0.1 0.2 0.380
H 5.397733 -2.189191 -7.289314 0.1 0.5 -0.2 0.342
H 2.478175 -1.720949 -6.832510 -0.6 0.9 -0.6 0.292
H 3.672867 -1.340522 -5.712161 0.4 -0.2 0.1 0.426
H 1.571066 1.897327 -5.119892 -0.3 0.0 -0.5 0.391
H 1.576973 0.112951 -5.399418 0.1 0.1 0.2 0.276
H 1.499216 1.071601 -6.855949 -0.6 0.8 0.3 0.337
C 0.801902 -0.077876 1.357247 -0.8 1.7 -1.0 -1.118
C -0.452708 0.741546 0.801687 -0.3 -0.8 1.4 -0.177
O -0.076472 2.079563 0.475826 -0.5 1.8 -0.6 -0.322
S -1.267998 3.220223 0.154144 -0.2 -2.2 0.9 1.156
C -1.919028 3.661827 1.804624 0.8 0.0 -0.8 -0.795
O -0.621253 4.316449 -0.455606 0.6 0.5 -0.1 -0.580
O -2.339213 2.530412 -0.519542 0.5 0.2 0.3 -0.617
H 1.482579 -0.367269 0.556609 -0.3 -0.3 -0.1 0.310
H 0.512771 -0.922528 1.982605 -0.1 0.1 -0.3 0.332
H 1.382415 0.630338 1.948472 -0.1 0.0 0.3 0.321
H -1.070322 0.295951 0.021895 0.7 -0.2 -0.5 0.379
H -1.194732 0.837672 1.594315 0.1 -0.2 0.6 0.198
H -1.830744 2.744867 2.387285 -0.5 0.2 0.1 0.256
H -2.920347 4.044966 1.607937 -0.1 -0.5 0.1 0.335
H -1.361718 4.464384 2.287733 0.3 -0.2 -0.3 0.322
C 2.698142 4.542218 5.184652 -0.4 -0.6 -0.9 -1.042
C 1.708445 4.263030 6.332080 0.1 0.5 -0.5 -0.126
O 0.698605 3.329942 5.952778 0.1 -0.3 -0.7 -0.527
H 3.256726 3.640285 4.934457 0.3 0.0 0.3 0.278
H 3.359101 5.407017 5.242676 0.2 -0.2 1.0 0.346
H 2.238579 4.780331 4.225380 -0.9 -0.1 0.1 0.263
H 1.181724 5.182211 6.588556 0.3 0.2 0.4 0.250
H 2.228558 3.822974 7.182925 0.2 0.4 0.2 0.262
H 0.165601 3.143902 6.729242 0.0 0.0 0.0 0.297
```
Positions in Å, forces in eV/Å.